# 1
C14H16N4OS in the gas phase at a distorted geometry, computed with ωB97M-V/def2-TZVPD.

XYZ file:
```
36
Properties=species:S:1:pos:R:3:forces:R:3
C 0.6968 2.6915 1.8555 -0.1 0.1 0.2
C 1.6512 1.9571 1.3191 0.1 -0.2 -0.1
C 1.4199 0.6515 0.6116 -0.2 -0.1 0.2
N 2.0022 0.7213 -0.6929 0.6 0.2 -0.4
C 1.4512 0.5494 -1.7971 -1.2 -0.2 0.8
N 2.2369 0.5855 -2.9294 1.1 0.0 -0.1
C 1.8008 0.5341 -4.1755 -0.1 0.1 -0.1
N 1.4553 0.4980 -5.2670 -0.2 -0.1 -0.8
S -0.2773 0.1646 -2.2319 0.2 0.2 0.0
C -1.2437 1.3873 -1.2788 0.3 -0.1 -0.1
C -1.9291 0.8506 -0.0249 0.1 0.0 -0.5
O -2.2585 1.6078 0.8644 -0.1 0.2 0.3
N -2.1705 -0.4711 -0.0198 -0.2 -0.4 -0.2
C -2.6161 -1.1612 1.1788 0.0 0.1 0.1
C -1.4149 -1.5851 1.9866 -0.1 0.0 0.0
C -0.8987 -0.7401 2.9607 -0.1 0.0 0.0
C 0.2594 -1.0790 3.6376 0.1 0.0 0.0
C 0.9118 -2.2652 3.3460 0.1 0.0 0.0
C 0.4025 -3.1122 2.3761 0.1 -0.1 -0.1
C -0.7535 -2.7714 1.6961 -0.1 0.0 0.0
H 0.9177 3.6204 2.3540 0.1 0.2 0.1
H -0.3406 2.4024 1.8247 -0.2 -0.1 -0.1
H 2.6862 2.2699 1.3436 0.1 0.1 0.0
H 1.9664 -0.1377 1.1447 -0.2 0.0 0.0
H 0.3575 0.3864 0.6108 0.1 -0.1 0.1
H 3.2316 0.7032 -2.7771 -0.2 0.0 0.1
H -2.0102 1.7476 -1.9682 0.0 0.0 0.1
H -0.5988 2.2233 -1.0099 -0.1 0.0 0.1
H -1.7602 -1.0339 -0.7532 0.0 0.1 0.2
H -3.2299 -0.4566 1.7439 0.0 -0.2 -0.1
H -3.2190 -2.0206 0.8783 0.0 0.1 0.1
H -1.4038 0.1885 3.1797 -0.1 0.1 0.0
H 0.6546 -0.4138 4.3907 0.0 0.1 0.1
H 1.8161 -2.5301 3.8739 0.1 0.0 0.0
H 0.9081 -4.0386 2.1462 0.0 -0.1 0.0
H -1.1472 -3.4327 0.9368 -0.1 -0.1 -0.1
```
Positions in Å, forces in eV/Å.

Output
- charge = 0
- frontier orbital gap (eV) = 9.883
- energy (a.u.) = -1235.50579
- LUMO level (eV) = 0.48
- ΔE to the lowest compared entry with this formula, charge and spin (kcal per mole) = 37.0
- SMILES string = C=CC/N=C(/NC#N)SCC(=O)NCc1ccccc1



# 2
C14H16N6O2 in the gas phase at a distorted geometry, computed with ωB97M-V/def2-TZVPD.

XYZ file:
```
38
Properties=species:S:1:pos:R:3:forces:R:3
C -1.6823 -3.7047 -0.2025 0.1 -0.1 -0.2
N -2.2189 -2.4725 0.3103 -0.1 -0.1 0.3
C -2.2062 -1.3262 -0.3812 0.0 -0.5 0.2
O -1.8076 -1.2054 -1.5280 -0.1 0.1 -0.2
C -2.7824 -0.1762 0.3851 -0.4 0.7 0.1
N -3.7484 -0.4078 1.2491 0.5 -0.2 -0.1
C -4.4194 0.6550 1.6919 -0.2 -0.3 -0.1
N -4.3341 1.8502 1.1582 -0.7 0.2 0.8
N -3.3428 2.1142 0.3558 1.1 0.2 -0.6
C -2.4463 1.1725 0.0780 -0.8 -0.7 0.3
N -1.3003 1.4979 -0.5785 0.3 0.1 -0.1
C -1.1806 2.8013 -1.1983 0.0 0.3 -0.1
C -0.1982 0.6225 -0.4864 -0.2 0.5 0.1
O -0.0562 -0.1197 0.4590 0.2 -0.3 0.1
N 0.6921 0.7654 -1.4930 0.1 0.0 -0.4
C 1.8111 -0.1605 -1.5698 0.0 -0.1 0.2
C 2.7351 0.0251 -0.3937 0.2 0.0 0.0
C 3.2165 1.2912 -0.0857 0.0 -0.1 0.0
C 4.0597 1.4777 0.9943 0.0 0.1 0.0
C 4.4349 0.3979 1.7756 0.0 0.0 0.1
C 3.9602 -0.8663 1.4730 0.1 -0.1 0.0
C 3.1123 -1.0510 0.3951 0.0 0.1 -0.1
H -0.8288 -4.0306 0.3952 0.0 0.0 0.0
H -2.4439 -4.4864 -0.1980 0.1 0.0 0.0
H -1.3582 -3.5206 -1.2258 0.0 -0.1 0.1
H -2.5904 -2.4514 1.2477 0.0 0.1 -0.1
H -5.1605 0.4971 2.4601 -0.1 0.1 0.0
H -0.1741 3.1903 -1.0514 0.0 0.0 0.0
H -1.4051 2.7468 -2.2670 0.0 0.1 0.0
H -1.9040 3.4629 -0.7241 0.1 0.0 -0.1
H 0.3601 1.1598 -2.3579 -0.1 0.0 0.1
H 1.4419 -1.1921 -1.5901 0.1 0.1 -0.1
H 2.3447 0.0455 -2.5012 -0.1 0.0 0.0
H 2.9236 2.1348 -0.6947 0.0 0.1 0.0
H 4.4250 2.4673 1.2274 0.0 0.1 0.0
H 5.0923 0.5431 2.6202 0.0 0.0 0.1
H 4.2457 -1.7109 2.0827 0.0 -0.1 0.1
H 2.7333 -2.0365 0.1687 -0.1 -0.1 0.0
```
Positions in Å, forces in eV/Å.

Output
- charge = 0
- frontier orbital gap (eV) = 8.930
- energy (a.u.) = -1022.12064
- LUMO level (eV) = 0.08
- ΔE to the lowest compared entry with this formula, charge and spin (kcal per mole) = 0.0
- SMILES string = CNC(=O)c1ncnnc1N(C)C(=O)NCc1ccccc1



# 3
C14H16NO5P in the gas phase at a distorted geometry, computed with ωB97M-V/def2-TZVPD.

XYZ file:
```
37
Properties=species:S:1:pos:R:3:forces:R:3
C 5.6803 -0.5866 0.2061 -0.3 0.3 -0.1
C 5.0173 -0.2928 -1.2077 0.1 -0.6 0.6
C 3.6253 0.4244 -1.0356 1.9 -0.3 0.0
O 3.4529 1.0757 -0.0354 -0.9 -0.1 -0.6
O 2.7255 0.2778 -2.0635 0.6 0.4 1.4
C 1.4150 0.7591 -1.7169 -1.7 -0.2 -0.7
C 0.6420 -0.3956 -0.9699 0.4 0.4 0.1
C -0.5195 0.0800 -0.0608 -1.3 0.3 0.7
C -0.5584 1.3808 0.6288 -1.9 -1.4 0.5
C -1.6920 1.7282 1.5058 0.8 -1.8 -0.6
P -1.8213 3.3411 2.4291 -3.7 0.6 -0.8
O -3.2222 3.8716 2.1902 1.4 -0.5 0.3
C -2.8204 0.8057 1.7193 1.3 -0.7 -0.8
C -2.7936 -0.4622 1.0319 2.4 1.1 -0.7
C -1.6526 -0.7923 0.1573 -1.1 0.8 1.2
C -1.9911 -2.2010 -0.3928 -0.3 0.3 0.0
O -1.3293 -3.0237 -0.9597 0.3 0.9 0.0
N -3.3770 -2.5088 -0.0693 -1.1 1.0 0.6
C -4.3918 -2.1521 -1.1172 -1.1 -0.7 -0.3
C -3.7801 -1.6688 1.0300 1.9 2.0 0.8
O -4.6469 -1.7895 1.8454 -0.1 -0.6 -0.8
H 5.9985 0.3720 0.6888 -0.4 -0.9 -0.3
H 6.5892 -1.2272 0.0766 -0.8 0.5 0.0
H 4.9723 -1.1273 0.8927 0.7 0.6 -0.7
H 4.9167 -1.2866 -1.7115 -0.1 1.0 0.0
H 5.7432 0.3573 -1.7658 -1.0 -0.6 0.2
H 0.8792 0.9208 -2.6942 0.7 -0.1 0.9
H 1.4032 1.7429 -1.1954 0.5 -0.9 -0.2
H 0.3035 -1.1177 -1.7631 0.1 0.6 1.0
H 1.3878 -0.9480 -0.3335 -0.7 0.5 -0.5
H 0.2625 2.1181 0.5069 -0.7 -0.7 0.1
H -1.7242 3.1507 3.8477 0.9 -0.2 -0.7
H -0.9119 4.3260 1.9550 0.6 -0.8 0.3
H -3.6659 1.0478 2.4056 0.9 0.0 -0.7
H -5.3856 -2.1476 -0.5879 1.0 -0.1 -0.6
H -4.2573 -1.1155 -1.5246 0.2 -0.9 0.1
H -4.4736 -2.9365 -1.9121 0.4 0.9 0.6
```
Positions in Å, forces in eV/Å.

Output
- charge = 0
- frontier orbital gap (eV) = 8.913
- energy (a.u.) = -1315.34170
- LUMO level (eV) = -0.96
- SMILES string = CCC(=O)OCCc1cc([PH2]=O)cc2c1C(=O)N(C)C2=O



# 4
2 unconnected molecules or ions with the total composition C14H16O at a distorted geometry, computed with ωB97M-V/def2-TZVPD.

XYZ file:
```
31
Properties=species:S:1:pos:R:3:forces:R:3
C 3.2229 -1.1888 1.3202 -2.1 1.3 -0.2
C 2.3842 -1.3532 0.0488 1.6 -0.2 1.3
C 1.2103 -0.6446 -0.0961 -0.7 -0.7 -0.9
C 0.3782 -0.9581 -1.1763 -0.1 0.1 0.1
C 0.7313 -1.9565 -2.0544 0.3 0.1 -0.2
O -0.1248 -2.2812 -3.1004 -0.1 -0.4 0.3
C 1.9544 -2.5993 -1.9266 0.3 -0.5 -0.1
C 2.8194 -2.2973 -0.8814 -1.6 0.1 -0.4
H 4.1065 -0.5935 1.1089 0.6 -0.7 0.3
H 3.2257 -2.1081 1.9016 1.0 -0.1 -0.3
H 2.6060 -0.5371 1.9490 0.2 0.1 0.2
H 0.8391 0.0472 0.6484 0.3 0.1 0.1
H -0.5810 -0.4927 -1.3283 -0.1 0.2 0.1
H -0.3813 -3.2102 -2.9809 0.1 0.4 -0.2
H 2.1779 -3.4008 -2.6244 0.1 0.1 0.0
H 3.7117 -2.8815 -0.7359 0.3 0.1 0.1
C 0.0859 2.7576 0.3611 -1.1 0.5 0.1
C -1.2621 2.0876 0.5394 0.8 -0.3 0.4
C -1.9267 1.4854 -0.5097 -1.1 0.4 0.7
C -3.1865 0.8805 -0.2855 1.4 0.7 -1.5
C -3.7417 0.8293 0.9603 0.6 0.0 0.7
C -2.9576 1.2759 2.0443 -1.5 0.1 -0.4
C -1.7976 1.9705 1.8290 0.4 0.0 0.1
H -0.0737 3.8367 0.4374 0.2 0.1 -0.1
H 0.4331 2.5320 -0.6298 0.5 0.0 -0.4
H 0.8096 2.4857 1.1252 0.0 -0.2 -0.1
H -1.6343 1.6333 -1.5433 0.4 -0.2 0.1
H -3.5546 0.5439 -1.2429 -1.1 -0.3 0.3
H -4.7590 0.5469 1.1716 -0.1 -0.5 -0.2
H -3.4180 1.1231 3.0149 0.4 0.4 0.2
H -1.2974 2.4675 2.6558 0.1 -0.3 0.0
```
Positions in Å, forces in eV/Å.

Output
- charge = 0
- frontier orbital gap (eV) = 9.545
- energy (a.u.) = -618.28333
- LUMO level (eV) = 0.85
- ΔE to the lowest compared entry with this formula, charge and spin (kcal per mole) = 20.5
- SMILES string = Cc1ccc(O)cc1.Cc1ccccc1